Entry one
ORCA calculation (ωB97M-V/def2-TZVPD) on a 2-piece molecular cluster, H5NS overall.

Its orbital gap is 10.51 eV. As for the structure (SMILES): N.S. As for the charge: 0. The molar mass comes out at 51.11 g/mol. As for the spin multiplicity: 1.

The geometry in XYZ format:
```
7
H5NS ωB97M-V/def2-TZVPD
S -0.979 0.561 0.697
H -1.095 -0.635 0.109
N 1.636 -0.816 -1.099
H 0.722 -1.223 -0.968
H 2.388 -1.427 -0.873
H 1.645 -0.426 -2.013
H 0.310 0.673 0.419
```

=====

Entry two
ORCA calculation (ωB97M-V/def2-TZVPD) on a 2-piece molecular cluster, H5NS overall.

Its orbital gap is 10.52 eV. As for the structure (SMILES): N.S. As for the charge: 0. The molar mass comes out at 51.11 g/mol. As for the spin multiplicity: 1.

The geometry in XYZ format:
```
7
H5NS ωB97M-V/def2-TZVPD
S 1.885 -0.724 -0.021
H 1.931 0.594 0.026
N -1.269 0.524 0.182
H -0.971 0.453 1.159
H -2.147 -0.182 0.214
H -0.517 0.127 -0.482
H 1.088 -0.792 -1.077
```

=====

Here is how they stack up, most stable first: entry one, entry two.

=====

Entry one
ORCA calculation (ωB97M-V/def2-TZVPD) on a 2-piece molecular cluster, H5NS overall.

Its orbital gap is 10.17 eV. As for the structure (SMILES): N.S. As for the charge: 0. The molar mass comes out at 51.11 g/mol. As for the spin multiplicity: 1.

The geometry in XYZ format:
```
7
H5NS ωB97M-V/def2-TZVPD
S -2.229 0.361 0.071
H -1.193 1.195 0.181
N 1.203 -0.470 -0.438
H 1.743 -1.319 -0.385
H 1.518 0.121 -1.195
H 1.257 0.085 0.402
H -2.299 0.028 1.363
```

=====

Entry two
ORCA calculation (ωB97M-V/def2-TZVPD) on a 2-piece molecular cluster, H5NS overall.

Its orbital gap is 2.63 eV. As for the charge: 0. The molar mass comes out at 51.11 g/mol. As for the spin multiplicity: 1.

The geometry in XYZ format:
```
7
H5NS ωB97M-V/def2-TZVPD
S -0.429 -0.246 -4.626
H -0.221 -1.206 -3.791
N 0.192 0.198 1.770
H 1.091 -0.016 1.447
H 0.079 0.984 2.362
H -0.088 0.675 0.880
H -0.624 -0.390 1.958
```

=====

Here is how they stack up, most stable first: entry one, entry two.

=====

Entry one
ORCA calculation (ωB97M-V/def2-TZVPD) on the molecule C2H2ClP.

Its orbital gap (spin up / spin down) is 7.96 / 8.06 eV. As for the structure (SMILES): C#P=CCl. As for the charge: 0. The molar mass comes out at 92.46 g/mol. As for the spin multiplicity: 1.

The geometry in XYZ format:
```
6
C2H2ClP ωB97M-V/def2-TZVPD
C 1.154 -0.724 -0.655
C -0.819 0.245 0.769
P -0.109 -1.375 0.093
Cl -2.057 0.882 -0.212
H 1.897 -0.038 -0.976
H -0.066 1.009 0.981
```

=====

Entry two
ORCA calculation (ωB97M-V/def2-TZVPD) on C2H2ClP as an isolated structure.

Its orbital gap (spin up / spin down) is 7.42 / 7.42 eV. As for the charge: 0. The molar mass comes out at 92.46 g/mol. As for the spin multiplicity: 1.

The geometry in XYZ format:
```
6
C2H2ClP ωB97M-V/def2-TZVPD
C 1.458 -0.418 -1.240
C -0.945 0.158 0.356
P -0.178 -0.963 -0.596
Cl 2.306 0.084 0.125
H -1.873 -0.063 0.943
H -0.768 1.202 0.413
```

=====

Entry three
ORCA calculation (ωB97M-V/def2-TZVPD) on a 2-piece molecular cluster, C2H2ClP overall.

Its orbital gap (spin up / spin down) is 6.50 / 5.68 eV. As for the charge: 0. The molar mass comes out at 92.46 g/mol. As for the spin multiplicity: 1.

The geometry in XYZ format:
```
6
C2H2ClP ωB97M-V/def2-TZVPD
C 0.308 0.274 0.893
C 0.899 -0.403 -0.083
P 0.183 1.130 -0.671
Cl -2.929 0.035 -1.768
H 0.092 0.256 1.940
H 1.447 -1.293 -0.311
```

=====

Entry four
ORCA calculation (ωB97M-V/def2-TZVPD) on the molecule C2H2ClP.

Its orbital gap (spin up / spin down) is 6.76 / 6.71 eV. As for the charge: 0. The molar mass comes out at 92.46 g/mol. As for the spin multiplicity: 1.

The geometry in XYZ format:
```
6
C2H2ClP ωB97M-V/def2-TZVPD
C 0.745 0.466 -1.189
C -0.181 -0.068 -0.449
P -0.450 2.665 -4.042
Cl 0.226 2.064 -2.322
H -1.276 -0.010 -0.311
H 0.015 -0.824 0.260
```

=====

Here is how they stack up, most stable first: entry three, entry two, entry one, entry four.

=====

Entry one
ORCA calculation (ωB97M-V/def2-TZVPD) on an isolated ion of composition C2H3O2S2 and charge -1.

Its orbital gap is 7.29 eV. As for the structure (SMILES): CSSC(=O)[O-]. As for the charge: -1. The molar mass comes out at 123.18 g/mol. As for the spin multiplicity: 1.

The geometry in XYZ format:
```
9
C2H3O2S2 ωB97M-V/def2-TZVPD
C 1.838 1.043 -0.331
C -1.574 -0.393 0.181
O 1.113 1.197 -1.208
O 2.718 1.399 0.380
S 1.561 -0.890 0.513
S -0.533 -1.650 -0.649
H -2.289 -1.014 0.801
H -2.005 0.133 -0.522
H -0.828 0.176 0.836
```

=====

Entry two
ORCA calculation (ωB97M-V/def2-TZVPD) on a 2-piece molecular cluster, C2H3O2S2 overall.

Its orbital gap is 7.71 eV. As for the charge: -1. The molar mass comes out at 123.18 g/mol. As for the spin multiplicity: 1.

The geometry in XYZ format:
```
9
C2H3O2S2 ωB97M-V/def2-TZVPD
C 0.912 -0.678 -0.754
C 2.012 -0.502 -1.314
O -1.957 1.468 0.754
O -1.457 -0.907 1.296
S -3.451 -0.418 -1.068
S -2.478 0.144 1.033
H 0.166 -0.666 0.105
H -2.169 -0.630 -1.629
H 2.596 -0.660 -2.193
```

=====

Here is how they stack up, most stable first: entry one, entry two.

=====

Entry one
ORCA calculation (ωB97M-V/def2-TZVPD) on a 2-piece molecular cluster, C2H3O2S2 overall.

Its orbital gap (spin up / spin down) is 4.89 / 6.05 eV. As for the charge: -1. The molar mass comes out at 123.18 g/mol. As for the spin multiplicity: 1.

The geometry in XYZ format:
```
9
C2H3O2S2 ωB97M-V/def2-TZVPD
C -0.610 0.347 -0.438
C -1.492 0.329 0.777
O 3.124 -1.628 0.395
O 2.717 -0.216 -1.630
S -0.895 1.372 -1.656
S 2.258 -1.317 -0.761
H -1.320 -0.576 1.320
H -1.122 1.232 1.288
H -2.661 0.456 0.705
```

=====

Entry two
ORCA calculation (ωB97M-V/def2-TZVPD) on C2H3O2S2 as an isolated structure.

Its orbital gap is 6.80 eV. As for the charge: -1. The molar mass comes out at 123.18 g/mol. As for the spin multiplicity: 1.

The geometry in XYZ format:
```
9
C2H3O2S2 ωB97M-V/def2-TZVPD
C 0.558 0.735 0.016
C -1.351 0.191 0.001
O 1.305 -1.487 1.302
O 1.536 -1.327 -1.231
S 0.836 2.293 -0.027
S 1.803 -0.721 0.138
H -1.387 -0.794 0.214
H -1.928 0.928 0.611
H -1.373 0.181 -1.023
```

=====

Here is how they stack up, most stable first: entry two, entry one.

=====

Entry one
ORCA calculation (ωB97M-V/def2-TZVPD) on a 2-piece molecular cluster, C6H16N2 overall.

Its orbital gap (spin up / spin down) is 5.53 / 6.20 eV. As for the charge: +1. Its expectation value of S² is 1.06. The molar mass comes out at 116.21 g/mol. As for the spin multiplicity: 2.

The geometry in XYZ format:
```
24
C6H16N2 ωB97M-V/def2-TZVPD
C -0.310 -1.208 -2.532
C 0.825 -0.198 -2.186
C -1.525 -0.896 -1.655
N -1.271 -1.297 -0.309
C -1.088 -0.432 0.846
C 0.299 -0.217 1.570
N 0.551 1.177 1.941
C 1.168 1.110 3.163
H 0.013 -2.135 -2.328
H -0.711 -0.941 -3.587
H 0.734 0.759 -2.703
H 0.834 -0.002 -1.141
H 1.861 -0.641 -2.313
H -2.225 -1.646 -2.002
H -1.740 0.177 -1.892
H 0.064 2.174 -0.595
H -1.880 -0.675 1.642
H -1.336 0.613 0.524
H 1.058 -0.723 1.033
H 0.147 -0.857 2.612
H 0.479 2.757 -0.685
H 0.416 0.709 3.847
H 1.661 2.055 3.493
H 1.977 0.334 3.255
```

=====

Entry two
ORCA calculation (ωB97M-V/def2-TZVPD) on an isolated ion of composition C6H16N2 and charge +1.

Its orbital gap (spin up / spin down) is 11.66 / 5.17 eV. As for the charge: +1. Its expectation value of S² is 0.76. The molar mass comes out at 116.21 g/mol. As for the spin multiplicity: 2.

The geometry in XYZ format:
```
24
C6H16N2 ωB97M-V/def2-TZVPD
C 0.252 -0.162 -0.760
N 0.359 1.228 -1.198
C -1.001 1.700 -1.685
C 0.911 2.113 -0.283
C -0.254 -0.534 0.692
C -1.731 -0.434 0.874
N 0.184 -1.933 0.967
C 1.636 -2.276 1.126
H 1.138 -0.763 -1.068
H -0.293 -0.784 -1.537
H -1.041 1.109 -2.565
H -1.834 1.685 -1.124
H -0.969 2.873 -1.787
H 1.078 3.075 -0.871
H 0.185 2.234 0.589
H 1.867 1.695 0.162
H 0.202 -0.012 1.544
H -2.036 0.588 0.319
H -2.483 -1.220 0.556
H -1.916 -0.402 1.994
H -0.361 -2.643 0.523
H 1.979 -3.342 0.820
H 1.892 -2.203 2.109
H 2.236 -1.592 0.603
```

=====

Here is how they stack up, most stable first: entry two, entry one.